# 1
19
Properties=species:S:1:pos:R:3 method="wB97M-V/def2-TZVPD" relative_energy_kj_mol=163.6 max_force_ev_per_a=5.21 lumo_energy_ev=0.891 molar_mass_da=113.2 smiles="C=CCCC(=O)NC" homo_ev=-9.382 total_energy_ha=-365.16915
H 1.433 0.554 -3.963
C 0.757 0.268 -2.014
C -0.078 -0.599 -1.080
C -1.504 0.233 2.439
H 1.542 -1.283 0.129
H -0.067 -1.513 0.927
N -0.532 1.076 1.731
H -2.554 0.482 2.057
H -1.308 -0.841 2.420
O 1.650 1.106 1.205
H 1.187 1.102 -1.492
H 0.565 -0.919 -3.693
C 0.597 0.472 1.112
H -1.546 0.375 3.542
H -0.207 -1.566 -1.539
C 0.887 -0.037 -3.248
H -0.348 1.939 2.105
C 0.553 -0.776 0.348
H -1.026 -0.074 -0.985

# 2
19
Properties=species:S:1:pos:R:3 method="wB97M-V/def2-TZVPD" relative_energy_kj_mol=586.1 max_force_ev_per_a=6.71 lumo_energy_ev=0.866 molar_mass_da=113.2 homo_ev=-7.156 total_energy_ha=-365.00823
H 0.662 -2.520 -0.575
C 1.841 1.095 0.265
H 2.126 0.905 1.296
H 1.735 2.165 0.078
C 0.092 -0.617 0.109
N -2.933 -0.519 -0.278
H -0.815 2.413 0.887
H -1.962 -2.318 -0.009
C -1.896 -1.209 -0.056
C 0.916 -1.825 0.228
H 2.453 0.658 -1.514
C -0.093 0.625 0.015
H 0.737 -2.332 1.181
H -2.022 1.467 0.005
H 1.989 -1.627 0.179
O 2.750 0.500 -0.607
H -0.798 2.404 -0.890
H -3.809 -1.059 -0.311
C -0.976 1.794 0.000